[1]
A cluster of 9 separate species, C31H63Br4NO19 in total in a non-equilibrium geometry, computed with ωB97M-V/def2-TZVPD.

Output
- relative energy (zero: lowest compared OMol25 entry of this formula, charge and spin) (kcal/mol) = 104.4
- lowest unoccupied orbital energy (eV) = 0.110
- E_tot (eV) = -353726.2611

```
! RIJCOSX wB97M-V def2-TZVPD def2/J DEFGRID3
* xyz 0 1
C 7.9290 -9.9224 1.4164
C 6.5661 -9.0774 1.3448
O 6.4685 -8.2579 0.1215
C 7.1155 -7.0589 -0.0087
O 7.9188 -6.5828 0.8367
O 6.8910 -6.5755 -1.2519
C 7.2955 -5.2479 -1.4609
H 8.0325 -10.4945 2.3385
H 8.7271 -9.1834 1.4872
H 8.0007 -10.5382 0.5199
H 6.5294 -8.4046 2.2016
H 5.6198 -9.6116 1.4301
H 8.3116 -5.0694 -1.8128
H 7.0101 -4.5005 -0.7206
H 6.7310 -4.9167 -2.3325
C -1.3461 3.8139 5.8374
C -2.1622 4.1412 7.1278
O -1.5668 5.1660 7.8293
C -2.2483 6.3712 7.9652
O -3.3444 6.6486 7.4266
O -1.7146 7.0593 9.0483
C -2.3260 8.2494 9.6821
H -1.6576 4.4583 5.0154
H -1.6347 2.8887 5.3386
H -0.2701 3.8368 6.0103
H -2.1519 3.2200 7.7103
H -3.2019 4.2597 6.8227
H -2.1778 9.2147 9.1979
H -1.9117 8.3496 10.6853
H -3.3754 7.9836 9.8098
C 10.9598 3.0818 7.2361
C 10.5603 2.3414 5.9270
O 10.1193 1.0365 6.0284
C 8.7763 0.8105 5.9859
O 7.8263 1.6045 6.0840
O 8.5914 -0.4933 5.7414
C 7.2245 -0.9865 5.6443
H 11.7182 2.5456 7.8067
H 10.0870 3.2325 7.8713
H 11.4203 4.0687 7.1912
H 11.3095 2.5024 5.1519
H 9.8199 2.9676 5.4294
H 6.7275 -0.9739 6.6143
H 7.2709 -2.0506 5.4127
H 6.6582 -0.3362 4.9776
C -3.2934 -7.3168 6.4009
C -3.8556 -5.8558 6.2228
O -3.7546 -5.1034 7.5224
C -4.7139 -5.3567 8.4357
O -5.7341 -6.0398 8.3524
O -4.3213 -4.6346 9.4841
C -5.0550 -4.5058 10.6644
H -3.5874 -7.6452 7.3978
H -2.2045 -7.3470 6.3633
H -3.6937 -8.0006 5.6523
H -4.9014 -5.9548 5.9318
H -3.4015 -5.2911 5.4086
H -4.6426 -3.8893 11.4631
H -5.5229 -5.4023 11.0711
H -5.9174 -3.9282 10.3314
C -2.7309 11.8190 -6.3233
C -2.8191 10.9421 -5.0770
O -1.5920 10.1988 -5.0289
C -1.5243 9.0029 -5.7556
O -2.4803 8.2386 -6.0337
O -0.2123 8.7116 -5.7768
C 0.2588 7.4135 -5.9823
H -2.5824 11.1595 -7.1784
H -2.0508 12.6705 -6.3476
H -3.5603 12.5154 -6.4462
H -3.6261 10.2450 -5.3024
H -3.0294 11.5175 -4.1755
H 1.2685 7.5105 -5.5833
H 0.3702 6.9606 -6.9675
H -0.2904 6.6912 -5.3784
C -8.3339 0.8427 -2.5902
C -7.0394 1.5732 -2.9215
O -6.8782 1.6934 -4.2935
C -5.6633 1.9648 -4.8576
O -4.6043 2.2393 -4.2825
O -5.7879 1.9248 -6.2022
C -4.7073 2.5172 -7.0463
H -9.1556 0.9934 -3.2903
H -8.6864 1.2391 -1.6380
H -8.0492 -0.2080 -2.5356
H -6.1423 1.0920 -2.5319
H -7.0624 2.5645 -2.4689
H -4.7584 2.0312 -8.0206
H -3.8572 2.3592 -6.3825
H -4.8745 3.5846 -7.1906
C 0.6834 -2.8186 -0.4023
O 0.8175 -3.4022 0.6538
N 0.2823 -3.3076 -1.5881
C 0.0777 -2.5480 -2.8180
C 0.2991 -4.7599 -1.8894
H 0.7875 -1.7228 -0.4278
H 0.0598 -1.4698 -2.6587
H -0.7600 -2.9411 -3.3941
H 0.8677 -2.5532 -3.5690
H -0.6084 -5.0831 -2.3994
H 1.1110 -5.0217 -2.5679
H 0.5081 -5.3543 -0.9999
Br -5.6366 -6.8303 -5.7594
C -6.2521 -5.8099 -7.4117
C -5.7735 -4.4436 -7.4506
Br -6.2251 -3.6408 -9.2356
H -7.3262 -5.7982 -7.5971
H -5.8038 -6.3131 -8.2684
H -4.7172 -4.2755 -7.2407
H -6.2082 -3.8637 -6.6365
Br 2.2678 0.1683 -14.2323
C 1.0440 0.9394 -12.8915
C 1.7603 1.0470 -11.5361
Br 1.6098 -0.8405 -10.8129
H 0.1659 0.3184 -12.7143
H 0.8193 1.9013 -13.3523
H 1.0591 1.6595 -10.9693
H 2.7646 1.4572 -11.6419
*
```


[2]
A cluster of 3 separate species, C31H63BrFNO3 in total, computed with ωB97M-V/def2-TZVPD.

Output
- relative energy (zero: lowest compared OMol25 entry of this formula, charge and spin) (kcal/mol) = 0.0
- lowest unoccupied orbital energy (eV) = 0.534
- E_tot (eV) = -113562.5312

```
! RIJCOSX wB97M-V def2-TZVPD def2/J DEFGRID3
* xyz 0 1
C 2.1647 -2.4021 5.5135
C 1.4735 -1.0334 5.5806
C 0.0497 -0.9326 5.0182
C -0.3107 -1.1009 3.5212
C -0.1153 -2.5515 3.0595
C 0.2612 -0.0332 2.5489
C 1.7430 -0.2845 2.1504
C 2.0328 -1.2829 1.0174
C 3.1917 -2.2243 1.2543
F 2.3575 -0.5230 -0.1281
C -0.5032 0.1877 1.1941
C -2.0460 0.0716 1.2373
Br -2.9317 1.5740 0.3451
C -2.5938 -1.2509 0.6741
C -3.5855 -1.9596 1.5986
C 0.0385 1.5658 0.8178
O 0.2504 1.9458 -0.3117
N 0.2882 2.2616 1.9609
C 0.1639 1.4344 3.1533
O 1.2635 1.7615 3.9727
C -1.1704 1.7967 3.8651
C -0.9985 2.9744 4.8197
O -0.4336 2.5772 6.0635
C -1.3042 2.5391 7.1883
C -1.6156 1.1299 7.6726
H 2.7442 -2.5771 6.4228
H 1.4497 -3.2201 5.4168
H 2.8707 -2.4633 4.6857
H 1.3869 -0.7620 6.6387
H 2.1223 -0.2691 5.1463
H -0.3485 0.0256 5.3553
H -0.5386 -1.6891 5.5563
H -1.3955 -0.9435 3.4984
H -0.6281 -3.2263 3.7494
H -0.5515 -2.7102 2.0729
H 0.9318 -2.8406 3.0082
H 2.3358 -0.5387 3.0262
H 2.1494 0.6634 1.7861
H 1.1437 -1.8495 0.7311
H 3.3796 -2.8111 0.3529
H 2.9863 -2.9135 2.0710
H 4.0969 -1.6605 1.4963
H -0.1767 -0.4633 0.3828
H -2.3983 0.1891 2.2596
H -1.7586 -1.9075 0.4256
H -3.0954 -1.0391 -0.2724
H -4.5893 -1.5462 1.4832
H -3.3004 -1.8543 2.6493
H -3.6331 -3.0279 1.3785
H 0.9759 2.9995 1.9600
H 1.0267 1.6172 4.8990
H -1.6078 0.9531 4.3953
H -1.8853 2.0941 3.0910
H -0.3131 3.7006 4.3737
H -1.9526 3.4853 4.9780
H -2.2332 3.0684 6.9532
H -0.8129 3.1022 7.9884
H -1.8482 0.4701 6.8382
H -0.7823 0.7066 8.2371
H -2.4860 1.1526 8.3331
C 0.3892 3.0799 -3.3500
C -0.1616 2.2655 -4.5143
C -0.9026 3.0889 -5.5652
C -2.1301 3.8319 -5.0338
C -3.1709 2.9407 -4.3579
C -3.7614 1.8817 -5.2839
H -0.4041 3.5676 -2.7825
H 0.9225 2.4394 -2.6500
H 1.0802 3.8523 -3.6984
H -0.8208 1.4862 -4.1201
H 0.6644 1.7410 -5.0029
H -1.1986 2.4337 -6.3898
H -0.2129 3.8217 -5.9965
H -2.6030 4.3649 -5.8655
H -1.8117 4.6010 -4.3251
H -3.9767 3.5745 -3.9776
H -2.7314 2.4551 -3.4823
H -4.2239 2.3438 -6.1590
H -4.5259 1.2948 -4.7727
H -2.9984 1.1870 -5.6384
C 2.2477 -0.7026 -3.8137
C 1.2011 -1.3932 -4.6818
C 1.4124 -2.9004 -4.8160
C 2.7376 -3.3050 -5.4646
C 2.9712 -2.7205 -6.8566
C 1.9239 -3.1467 -7.8808
H 3.2509 -0.7947 -4.2339
H 2.0296 0.3611 -3.7165
H 2.2647 -1.1265 -2.8073
H 1.1832 -0.9296 -5.6726
H 0.2109 -1.2179 -4.2527
H 0.5814 -3.3280 -5.3842
H 1.3614 -3.3547 -3.8211
H 2.7746 -4.3974 -5.5285
H 3.5664 -3.0139 -4.8139
H 3.9597 -3.0330 -7.2031
H 3.0028 -1.6290 -6.8011
H 1.8867 -4.2348 -7.9685
H 2.1501 -2.7399 -8.8672
H 0.9267 -2.8005 -7.6053
*
```


[3]
A structure of composition C31H64BClF2MnN6OSbSi3 in a non-equilibrium geometry, computed with ωB97M-V/def2-TZVPD.

Output
- relative energy (zero: lowest compared OMol25 entry of this formula, charge and spin) (kcal/mol) = 28.2
- lowest unoccupied orbital energy (alpha / beta) (eV) = -1.988 / -2.134
- E_tot (eV) = -124299.1531

```
! RIJCOSX wB97M-V def2-TZVPD def2/J DEFGRID3
* xyz 1 6
Mn 0.7421 0.0367 1.7118
C 3.0732 1.3338 3.5194
C 1.7166 1.5019 4.1860
N 0.8584 0.3242 4.0245
C 1.2410 -0.8799 4.7676
C 2.3304 -1.6946 4.0674
N 2.0961 -1.7734 2.6219
C 3.2973 -1.7142 1.7834
C 3.9738 -0.3455 1.9114
N 2.9961 0.7294 2.1682
H 3.7290 0.7236 4.1377
H 3.5448 2.3170 3.4635
H 1.1874 2.3370 3.7222
H 1.8770 1.7596 5.2388
H -0.0847 0.5913 4.2825
H 0.3474 -1.4991 4.8552
H 1.5658 -0.6460 5.7873
H 2.3611 -2.6885 4.5181
H 3.3118 -1.2603 4.2428
H 1.5646 -2.6030 2.3929
H 2.9684 -1.8616 0.7508
H 4.0236 -2.5032 1.9986
H 4.5120 -0.1396 0.9859
H 4.7250 -0.3560 2.7030
H 3.1238 1.4671 1.4866
C -5.6032 -2.9248 -1.7594
C -4.1500 -2.9087 -1.2554
C -4.1146 -1.8786 -0.1067
C -3.2501 -2.4275 -2.3956
C -3.7439 -4.3540 -0.7972
O -4.4919 -4.7222 0.3620
C -4.0064 -5.4072 -1.9285
C -2.8777 -6.3127 -2.4632
C -1.8638 -5.6521 -3.3710
C -0.5168 -5.5943 -3.0320
C 0.4129 -4.9618 -3.8493
C -0.0136 -4.3810 -5.0286
Cl 1.1339 -3.5666 -6.0478
C -1.3447 -4.4495 -5.4113
C -2.2556 -5.0861 -4.5833
C -2.2895 -4.5349 -0.3567
N -1.7447 -3.6058 0.6345
C -0.8146 -2.6835 0.4148
N -0.5855 -1.9928 1.5215
C -1.4339 -2.5797 2.4142
N -2.1453 -3.5679 1.9243
H -5.8851 -1.9091 -2.0388
H -6.3134 -3.2350 -0.9865
H -5.7619 -3.5533 -2.6344
H -4.7903 -1.0548 -0.3436
H -3.1316 -1.4300 0.0281
H -4.4346 -2.3114 0.8406
H -3.6089 -1.4631 -2.7628
H -3.2352 -3.1178 -3.2411
H -2.2181 -2.2747 -2.0696
H -5.4287 -4.5888 0.1812
H -4.4580 -4.9169 -2.7888
H -4.7698 -6.0703 -1.5219
H -3.3738 -7.1048 -3.0280
H -2.3575 -6.8252 -1.6523
H -0.1775 -6.0619 -2.1125
H 1.4606 -4.9266 -3.5796
H -1.6586 -4.0100 -6.3491
H -3.2958 -5.1377 -4.8895
H -1.6380 -4.4345 -1.2204
H -2.1751 -5.5346 0.0516
H -0.3789 -2.5048 -0.5561
H -1.5428 -2.2530 3.4372
F -0.7037 0.2781 -0.2005
B -1.2134 0.7567 1.0471
F -2.4464 1.1993 0.9392
C -1.7426 3.4779 -1.5074
Si 0.0560 3.5629 -1.9265
C 0.4382 5.1991 -2.6984
C 0.5375 2.1823 -3.0634
Sb 1.3431 3.1285 0.2355
Si 3.7234 3.8390 -0.3629
C 4.7326 3.7991 1.2116
C 3.9161 5.4963 -1.1759
C 4.3611 2.5026 -1.4916
Si 0.5053 5.0368 1.7051
C 0.0583 6.5553 0.7452
C -1.0017 4.3529 2.5488
C 1.7997 5.4835 2.9597
H -2.3274 3.6846 -2.4105
H -2.0136 4.2245 -0.7549
H -2.0266 2.4935 -1.1278
H -0.1279 5.2780 -3.6340
H 1.4967 5.3077 -2.9346
H 0.1447 6.0303 -2.0557
H -0.0749 2.2067 -3.9712
H 0.3928 1.2142 -2.5768
H 1.5854 2.2688 -3.3627
H 4.2232 4.2749 2.0511
H 5.6769 4.3288 1.0501
H 4.9860 2.7735 1.5015
H 3.3808 6.2828 -0.6371
H 3.5467 5.4763 -2.2023
H 4.9774 5.7647 -1.2065
H 4.3038 1.5200 -1.0126
H 5.4065 2.6870 -1.7595
H 3.7783 2.4512 -2.4146
H -0.7976 6.3740 0.0905
H 0.8896 6.9131 0.1328
H -0.2166 7.3500 1.4470
H -1.8049 4.1781 1.8262
H -1.3725 5.0482 3.3092
H -0.7888 3.3924 3.0252
H 2.6936 5.8918 2.4831
H 2.0998 4.6328 3.5786
H 1.3949 6.2552 3.6233
*
```


[4]
A cluster of 4 separate species, C31H64Br2ClF3N5O8 in total in a non-equilibrium geometry, computed with ωB97M-V/def2-TZVPD.

Output
- lowest unoccupied orbital energy (eV) = -2.403
- E_tot (eV) = -217765.9681

```
! RIJCOSX wB97M-V def2-TZVPD def2/J DEFGRID3
* xyz 1 1
C -0.1374 -4.9244 5.6110
C -0.9350 -3.9622 4.7134
C -0.1279 -3.4226 3.5409
Br 1.0238 -1.9550 4.1954
N -0.9466 -3.0859 2.3719
C -1.1781 -1.7080 1.9646
C -0.0574 -1.1125 1.0765
C 0.4472 0.2689 1.5215
C 1.4553 0.7651 0.5126
O 1.4807 0.4453 -0.6180
Br 2.7698 1.9113 1.2709
N 1.0955 -2.0730 0.9475
C 0.7692 -3.5171 0.5088
C 0.6090 -3.4715 -1.0231
C 2.0031 -4.3604 0.9451
C 2.4452 -5.4128 -0.0661
O 1.9923 -6.4798 -0.1806
Cl 3.7933 -4.8678 -1.0640
C -0.6318 -3.8480 1.1530
C -0.9780 -5.3443 1.3240
F -0.1907 -6.0002 2.2052
F -2.2200 -5.4797 1.7407
F -0.8520 -5.9665 0.1531
H -0.1785 -4.6344 6.6678
H 0.9272 -4.9454 5.3381
H -0.5280 -5.9455 5.5368
H -1.8154 -4.4494 4.2689
H -1.3154 -3.1163 5.3063
H 0.6189 -4.1591 3.2465
H -2.0998 -1.7089 1.3635
H -1.3807 -1.0734 2.8395
H -0.4062 -0.9871 0.0408
H 0.8914 0.3001 2.5188
H -0.4205 0.9555 1.5149
H 1.6521 -2.0492 1.8142
H 1.6850 -1.7068 0.1886
H 1.5303 -3.2158 -1.5658
H 0.2568 -4.4410 -1.3916
H -0.1607 -2.7361 -1.2952
H 2.8583 -3.6878 1.0936
H 1.8413 -4.8927 1.8843
H -1.3802 -3.5296 0.4071
C 3.2832 0.3181 -5.7308
O 2.0388 0.2242 -6.3883
C 2.0325 -0.6056 -7.5474
C 1.2022 -1.8468 -7.3172
N 1.8307 -2.7268 -6.3438
C 1.0005 -3.8280 -5.8743
C -0.3050 -3.4829 -5.1678
O -0.1362 -2.8451 -3.9049
C 0.1032 -1.4509 -3.9993
H 3.1920 1.1059 -4.9841
H 3.5687 -0.6150 -5.2285
H 4.0842 0.5870 -6.4258
H 3.0564 -0.8692 -7.8283
H 1.5897 -0.0326 -8.3653
H 1.0940 -2.3838 -8.2643
H 0.1993 -1.5116 -7.0165
H 2.1306 -2.1746 -5.5515
H 1.6041 -4.4313 -5.1910
H 0.7589 -4.4687 -6.7286
H -0.8372 -4.4135 -4.9624
H -0.9608 -2.8697 -5.7959
H -0.4661 -1.0182 -4.8253
H 1.1607 -1.2061 -4.1382
H -0.2240 -0.9761 -3.0712
C 0.1562 2.2735 -3.8295
O -0.7158 3.2953 -4.2474
C -1.9585 2.8590 -4.7829
C -3.0474 3.0165 -3.7417
N -2.8453 2.0409 -2.6740
C -3.6471 2.2076 -1.4723
C -3.4182 3.4556 -0.6329
O -2.1431 3.4827 -0.0009
C -1.0812 3.9961 -0.7830
H 1.1085 2.7418 -3.5819
H -0.2164 1.7665 -2.9410
H 0.3280 1.5214 -4.6095
H -1.8971 1.8128 -5.1022
H -2.1759 3.4731 -5.6584
H -4.0240 2.8342 -4.2008
H -3.0324 4.0614 -3.4014
H -1.8712 2.0451 -2.4056
H -3.4506 1.3489 -0.8219
H -4.7053 2.1559 -1.7477
H -4.1527 3.4501 0.1755
H -3.5736 4.3776 -1.2047
H -1.4247 4.7820 -1.4607
H -0.5837 3.2257 -1.3845
H -0.3476 4.4228 -0.0976
C 2.2892 4.6843 7.2327
O 0.8999 4.4999 7.3987
C 0.0980 5.6120 7.0196
C -0.7213 5.2948 5.7903
N 0.1280 5.1453 4.6195
C -0.5384 4.6409 3.4307
C -1.1767 3.2601 3.4898
O -0.2414 2.1922 3.6039
C 0.2100 1.9119 4.9163
H 2.7829 3.8437 7.7173
H 2.5903 4.7117 6.1782
H 2.6293 5.6102 7.7062
H 0.7271 6.4906 6.8475
H -0.5809 5.8342 7.8465
H -1.4258 6.1138 5.6154
H -1.3143 4.3961 6.0147
H 0.9079 4.5430 4.8527
H 0.1943 4.6335 2.6184
H -1.3190 5.3536 3.1436
H -1.7004 3.0999 2.5428
H -1.9235 3.1808 4.2883
H -0.5722 2.0985 5.6567
H 1.0935 2.4935 5.1926
H 0.4764 0.8545 4.9534
*
```